Entry 1:
{"formula": "C28H83N13O11", "method": "wB97M-V/def2-TZVPD", "e_above_lowest_kcal_mol": 181.0, "e_lumo_ha": 0.01274, "spin_multiplicity": 1, "smiles": "COC[C@H](C)N.COC[C@H](C)N.COC[C@H](C)N.COC[C@H](C)N.COC[C@H](C)N.NC(N)=O.NC(N)=O.NC(N)=O.NC(N)=O.CCO.CCO", "energy_ev": -72269.095, "e_homo_ev": -9.00, "species": ["C", "O", "C", "C", "C", "N", "H", "H", "H", "H", "H", "H", "H", "H", "H", "H", "H", "C", "O", "C", "C", "C", "N", "H", "H", "H", "H", "H", "H", "H", "H", "H", "H", "H", "C", "O", "C", "C", "C", "N", "H", "H", "H", "H", "H", "H", "H", "H", "H", "H", "H", "C", "O", "C", "C", "C", "N", "H", "H", "H", "H", "H", "H", "H", "H", "H", "H", "H", "C", "O", "C", "C", "C", "N", "H", "H", "H", "H", "H", "H", "H", "H", "H", "H", "H", "N", "C", "N", "O", "H", "H", "H", "H", "N", "C", "N", "O", "H", "H", "H", "H", "N", "C", "N", "O", "H", "H", "H", "H", "N", "C", "N", "O", "H", "H", "H", "H", "C", "C", "O", "H", "H", "H", "H", "H", "H", "C", "C", "O", "H", "H", "H", "H", "H", "H"], "coordinates": [[2.084, -2.941, 8.740], [1.457, -4.087, 8.053], [2.376, -5.070, 7.471], [1.745, -5.944, 6.446], [2.579, -7.292, 6.050], [1.441, -5.193, 5.251], [1.465, -2.462, 9.499], [2.505, -2.192, 8.069], [2.901, -3.398, 9.300], [3.165, -4.569, 6.910], [2.919, -5.480, 8.322], [0.808, -6.438, 6.701], [3.631, -7.009, 6.042], [2.436, -7.883, 5.145], [2.547, -7.968, 6.905], [2.344, -4.822, 4.991], [1.085, -4.376, 5.728], [2.067, 1.210, 2.954], [1.235, 0.137, 2.576], [0.070, 0.330, 1.716], [0.419, 1.026, 0.313], [-0.876, 1.507, -0.406], [1.164, 0.139, -0.549], [1.723, 2.162, 3.358], [2.638, 1.490, 2.069], [2.818, 0.812, 3.636], [-0.289, -0.682, 1.531], [-0.643, 1.030, 2.153], [1.177, 1.808, 0.372], [-0.730, 1.866, -1.424], [-1.445, 2.320, 0.045], [-1.621, 0.725, -0.550], [2.166, 0.107, -0.433], [0.852, -0.784, -0.282], [-8.017, 7.929, -5.728], [-6.589, 7.835, -5.886], [-5.928, 8.842, -5.226], [-4.406, 8.661, -5.424], [-3.708, 9.907, -4.888], [-4.096, 8.491, -6.808], [-8.310, 8.797, -6.319], [-8.331, 8.195, -4.718], [-8.633, 7.113, -6.106], [-6.306, 9.792, -5.602], [-6.024, 8.830, -4.141], [-4.032, 7.884, -4.757], [-4.303, 10.810, -5.024], [-2.677, 10.038, -5.219], [-3.674, 9.947, -3.799], [-4.220, 9.372, -7.285], [-4.702, 7.872, -7.328], [-2.323, -11.998, -1.673], [-2.027, -10.746, -2.340], [-2.684, -9.596, -1.936], [-2.925, -9.388, -0.410], [-4.380, -9.747, 0.119], [-2.842, -7.975, -0.034], [-1.820, -11.991, -0.706], [-2.012, -12.778, -2.367], [-3.362, -12.316, -1.586], [-1.992, -8.836, -2.300], [-3.674, -9.473, -2.374], [-2.227, -9.974, 0.188], [-5.175, -9.401, -0.542], [-4.558, -9.478, 1.160], [-4.441, -10.835, 0.109], [-2.949, -8.015, 0.969], [-1.853, -7.864, -0.207], [4.503, 9.422, 1.891], [5.529, 8.806, 2.712], [5.228, 8.431, 4.068], [6.482, 7.806, 4.631], [7.579, 8.708, 4.906], [7.035, 6.781, 3.732], [3.559, 8.901, 2.050], [4.819, 9.348, 0.850], [4.362, 10.480, 2.112], [4.945, 9.381, 4.521], [4.263, 7.929, 4.133], [6.069, 7.333, 5.522], [7.253, 9.715, 5.168], [8.347, 8.767, 4.135], [8.032, 8.441, 5.861], [7.537, 7.364, 3.079], [6.190, 6.443, 3.293], [1.436, 7.458, -7.705], [1.846, 6.295, -7.238], [0.861, 5.441, -7.130], [3.061, 6.106, -7.101], [2.099, 8.204, -7.859], [0.435, 7.583, -7.658], [-0.109, 5.689, -6.997], [1.194, 4.555, -6.778], [-9.066, -2.738, -3.341], [-8.195, -3.645, -3.122], [-7.160, -3.225, -2.455], [-8.081, -4.712, -3.683], [-9.052, -1.900, -2.777], [-9.583, -2.797, -4.207], [-7.398, -2.370, -1.973], [-6.293, -3.707, -2.265], [5.931, -6.253, -0.319], [6.593, -5.164, -0.278], [7.652, -5.157, -1.019], [6.304, -4.290, 0.578], [5.094, -6.250, 0.246], [6.215, -7.071, -0.838], [8.416, -4.515, -0.857], [7.622, -5.900, -1.702], [8.758, -2.823, 6.091], [9.953, -2.319, 5.942], [9.850, -1.088, 5.437], [10.966, -2.909, 6.149], [8.714, -3.710, 6.574], [8.093, -2.671, 5.347], [8.948, -0.635, 5.397], [10.629, -0.447, 5.375], [-8.693, 1.629, 2.528], [-8.854, 2.542, 1.301], [-8.950, 1.773, 0.134], [-9.496, 0.901, 2.639], [-8.510, 2.164, 3.460], [-7.818, 1.010, 2.328], [-7.991, 3.192, 1.159], [-9.674, 3.239, 1.475], [-9.889, 1.681, -0.044], [-0.152, -4.182, -8.321], [-0.059, -4.043, -6.777], [0.081, -2.672, -6.526], [0.170, -5.207, -8.503], [0.522, -3.424, -8.721], [-1.180, -4.137, -8.679], [0.791, -4.584, -6.362], [-1.013, -4.494, -6.504], [0.237, -2.458, -5.603]], "forces_ev_per_angstrom": [[0.7, -2.1, -0.3], [-0.1, 0.7, -0.4], [0.8, 1.6, 1.6], [-0.7, -4.4, -1.4], [1.1, 1.7, 1.8], [0.3, 0.8, 0.4], [-0.6, -0.4, -0.5], [-0.2, -0.1, -0.3], [0.4, 0.3, 0.2], [0.2, 0.5, -0.1], [-0.2, -0.9, 0.0], [-0.3, 0.7, 0.9], [0.3, 0.1, -0.3], [-0.9, 0.7, -0.1], [-0.3, -0.1, 0.0], [0.5, 0.0, -0.9], [-1.0, 0.8, -0.6], [1.2, -0.1, -1.2], [-1.5, -0.2, 0.1], [2.1, 2.1, -0.9], [0.1, -0.2, 0.2], [-0.2, 0.1, -0.2], [-0.6, -1.6, -0.6], [-1.1, -0.3, 0.2], [0.3, 0.3, -0.2], [-0.3, -0.2, 0.2], [-0.3, 0.2, 0.1], [-0.3, -0.5, 0.6], [-0.8, 0.9, 0.9], [0.7, -0.1, 0.0], [0.3, 0.1, 0.7], [0.2, -0.5, 0.3], [0.0, 0.5, 0.4], [0.1, -0.6, -0.6], [0.3, 1.5, -0.5], [-1.7, -2.0, 0.1], [1.3, 0.2, 0.8], [-0.8, 1.3, 0.4], [-0.3, 0.7, 0.9], [1.0, -0.1, -1.1], [-0.3, 0.2, -0.2], [0.3, -0.4, 0.3], [0.9, -0.5, 0.1], [0.3, 0.5, -0.1], [-0.8, -0.1, 0.4], [-0.2, -0.7, -0.6], [0.1, 0.2, -0.9], [-0.2, -0.1, -0.3], [0.2, -0.7, 0.2], [0.2, 0.3, 0.0], [-0.2, -0.4, 0.5], [0.1, 0.4, -1.0], [-0.3, -2.1, 0.3], [-0.4, 0.9, 1.3], [-2.5, -0.3, 0.8], [1.2, -1.7, -1.1], [1.2, -0.5, -0.8], [-0.1, -0.5, -0.1], [0.9, 0.1, 0.3], [-0.5, 1.0, 0.3], [-0.4, 0.5, 0.1], [0.0, 0.0, -0.6], [0.3, -0.3, -0.1], [0.2, 0.4, 0.1], [0.2, 0.4, -0.1], [-0.3, -0.2, 0.0], [0.0, 0.6, 0.3], [0.4, 1.3, 0.3], [0.7, -0.7, 1.1], [-0.4, 0.0, -1.1], [-0.6, 2.6, -1.9], [-1.8, -1.7, -0.3], [1.3, 2.3, 2.1], [-0.8, 0.1, 0.8], [-0.2, 0.0, -0.2], [0.0, -0.2, 0.1], [0.1, 0.1, 0.3], [0.4, 0.2, 0.9], [0.2, -1.2, -0.2], [0.6, -0.2, 0.5], [-0.2, 0.3, -0.5], [-0.1, 0.0, 0.0], [0.6, -0.4, -0.2], [-0.1, -0.5, -0.7], [0.4, -0.6, -0.8], [-1.4, 2.5, -0.6], [3.8, 1.5, -0.8], [-1.2, -3.5, 1.2], [-0.9, -1.0, 0.4], [-0.4, -0.2, 0.2], [0.4, 0.9, -0.4], [0.4, -0.1, 0.0], [-0.6, -0.1, 0.1], [-4.6, 3.3, -0.7], [3.7, -4.0, -2.0], [2.3, 2.8, 3.6], [-1.4, -1.8, -1.1], [-0.3, 0.0, -0.7], [-0.2, 0.1, 0.5], [1.3, 0.0, 0.4], [-0.7, -0.2, 0.0], [-3.7, -4.3, -0.3], [0.0, 4.5, 4.9], [2.7, 0.1, -2.6], [0.4, -0.4, -1.4], [0.1, -0.4, -0.2], [-0.3, 0.2, 0.3], [-0.3, -0.2, -0.4], [1.2, 0.6, -0.2], [-4.1, -2.4, 1.0], [1.1, 1.0, -1.0], [0.3, 3.0, -1.1], [2.4, -0.8, 1.0], [0.0, 0.0, -0.4], [-0.1, -0.1, 0.3], [0.3, -0.2, 0.2], [0.1, -0.6, 0.0], [0.7, -0.2, -0.6], [0.5, 0.3, 1.4], [-0.7, -0.1, -0.6], [-0.3, 0.4, 0.0], [-0.2, 0.1, 0.0], [0.2, 0.0, 0.1], [0.3, -0.1, 0.3], [-0.4, -0.1, -0.4], [0.0, -0.3, -0.2], [0.7, -0.6, 1.3], [-0.5, -0.2, -1.6], [-0.3, 0.8, 0.2], [0.3, 0.1, -0.6], [-0.2, -0.3, -0.5], [0.1, 0.5, 0.0], [-0.1, -0.2, -0.1], [0.0, 0.2, 1.2], [-0.1, -0.3, 0.1]], "lowdin_charge": [-0.070, -0.207, -0.201, -0.432, -0.040, 0.034, 0.082, 0.081, 0.072, 0.119, 0.123, 0.129, 0.055, 0.068, 0.061, 0.066, 0.060, -0.131, -0.199, -0.130, -0.418, -0.073, 0.019, 0.085, 0.069, 0.086, 0.122, 0.111, 0.121, 0.067, 0.064, 0.070, 0.072, 0.064, -0.082, -0.182, -0.261, -0.439, -0.079, 0.038, 0.081, 0.084, 0.087, 0.124, 0.126, 0.135, 0.072, 0.079, 0.074, 0.075, 0.068, -0.083, -0.180, -0.208, -0.418, -0.061, 0.016, 0.083, 0.083, 0.080, 0.123, 0.121, 0.119, 0.075, 0.068, 0.054, 0.063, 0.064, -0.076, -0.222, -0.198, -0.472, -0.080, 0.052, 0.079, 0.085, 0.078, 0.117, 0.118, 0.136, 0.085, 0.089, 0.085, 0.057, 0.067, 0.145, -0.762, 0.159, 0.007, 0.119, 0.100, 0.112, 0.119, 0.168, -0.819, 0.155, 0.032, 0.112, 0.130, 0.097, 0.126, 0.159, -0.789, 0.170, -0.023, 0.128, 0.116, 0.129, 0.110, 0.139, -0.792, 0.147, 0.068, 0.114, 0.111, 0.101, 0.111, -0.088, -0.342, -0.073, 0.069, 0.070, 0.068, 0.107, 0.106, 0.083, -0.084, -0.335, -0.080, 0.066, 0.073, 0.068, 0.106, 0.101, 0.084]}

Entry 2:
{"formula": "C28H84O14", "method": "wB97M-V/def2-TZVPD", "e_above_lowest_kcal_mol": 43.7, "e_lumo_ha": 0.01050, "spin_multiplicity": 1, "energy_ev": -59059.879, "e_homo_ev": -9.35, "species": ["C", "C", "O", "H", "H", "H", "H", "H", "H", "C", "C", "O", "H", "H", "H", "H", "H", "H", "C", "C", "O", "H", "H", "H", "H", "H", "H", "C", "C", "O", "H", "H", "H", "H", "H", "H", "C", "C", "O", "H", "H", "H", "H", "H", "H", "C", "C", "O", "H", "H", "H", "H", "H", "H", "C", "C", "O", "H", "H", "H", "H", "H", "H", "C", "C", "O", "H", "H", "H", "H", "H", "H", "C", "C", "O", "H", "H", "H", "H", "H", "H", "C", "C", "O", "H", "H", "H", "H", "H", "H", "C", "C", "O", "H", "H", "H", "H", "H", "H", "C", "C", "O", "H", "H", "H", "H", "H", "H", "C", "C", "O", "H", "H", "H", "H", "H", "H", "C", "C", "O", "H", "H", "H", "H", "H", "H"], "coordinates": [[-3.792, 0.228, 2.274], [-3.261, 0.551, 3.641], [-3.271, -0.627, 4.461], [-3.665, 1.131, 1.672], [-4.828, -0.104, 2.340], [-3.247, -0.567, 1.759], [-3.847, 1.368, 4.087], [-2.243, 0.960, 3.674], [-2.804, -0.335, 5.256], [4.300, -4.128, 0.169], [2.801, -4.015, 0.362], [2.432, -2.645, 0.093], [4.824, -3.667, 1.005], [4.610, -3.720, -0.789], [4.579, -5.183, 0.104], [2.471, -4.377, 1.337], [2.300, -4.580, -0.427], [1.496, -2.577, -0.132], [1.378, 3.559, -0.851], [2.635, 4.311, -1.279], [3.799, 3.593, -0.922], [0.465, 3.867, -1.373], [1.210, 3.719, 0.211], [1.493, 2.514, -1.144], [2.643, 5.293, -0.783], [2.657, 4.576, -2.335], [3.680, 3.236, -0.025], [-0.396, -1.209, -0.105], [-0.463, 0.251, -0.487], [-0.556, 1.045, 0.674], [0.234, -1.364, 0.778], [-0.179, -1.921, -0.903], [-1.362, -1.561, 0.284], [-1.334, 0.373, -1.145], [0.408, 0.511, -1.098], [-0.624, 1.970, 0.413], [-1.894, 4.314, 1.179], [-2.854, 5.484, 0.910], [-3.358, 5.462, -0.420], [-0.991, 4.584, 0.629], [-2.422, 3.385, 0.980], [-1.592, 4.288, 2.231], [-2.291, 6.417, 1.026], [-3.673, 5.464, 1.627], [-2.649, 5.733, -1.010], [-4.980, -2.791, -0.083], [-4.097, -2.229, -1.173], [-4.867, -1.891, -2.338], [-5.557, -3.647, -0.445], [-5.694, -2.069, 0.309], [-4.352, -3.209, 0.711], [-3.345, -2.957, -1.487], [-3.546, -1.351, -0.833], [-5.153, -2.684, -2.795], [-4.366, 2.567, -0.870], [-5.286, 1.376, -1.062], [-5.104, 0.832, -2.368], [-4.734, 3.127, -0.008], [-4.393, 3.236, -1.731], [-3.331, 2.245, -0.764], [-6.317, 1.518, -0.732], [-4.856, 0.621, -0.382], [-5.135, -0.132, -2.249], [4.232, -0.931, -1.966], [3.517, 0.334, -1.494], [3.422, 1.244, -2.575], [3.453, -1.619, -2.317], [4.585, -1.521, -1.113], [5.036, -0.732, -2.665], [4.077, 0.813, -0.684], [2.567, 0.005, -1.060], [3.889, 2.068, -2.393], [-1.678, 2.087, -3.518], [-2.228, 0.822, -4.166], [-1.301, 0.249, -5.085], [-1.098, 2.662, -4.244], [-0.987, 1.903, -2.686], [-2.466, 2.720, -3.106], [-3.138, 1.098, -4.697], [-2.459, 0.081, -3.392], [-0.634, -0.213, -4.550], [5.537, -0.714, 2.568], [4.129, -1.160, 2.857], [3.251, -0.580, 1.870], [6.268, -1.098, 3.296], [5.605, 0.374, 2.585], [6.020, -1.067, 1.651], [3.786, -0.772, 3.820], [3.991, -2.242, 2.921], [2.964, -1.328, 1.315], [0.327, -1.130, 4.031], [0.741, -0.395, 5.291], [-0.427, -0.004, 6.045], [-0.043, -0.442, 3.270], [-0.421, -1.884, 4.265], [1.248, -1.557, 3.627], [1.278, 0.527, 5.030], [1.422, -0.982, 5.915], [-0.099, 0.178, 6.932], [-0.764, -4.527, 0.313], [-0.796, -4.861, -1.158], [0.511, -5.030, -1.694], [-0.086, -3.767, 0.689], [-0.545, -5.428, 0.892], [-1.769, -4.211, 0.600], [-1.371, -4.091, -1.699], [-1.424, -5.746, -1.344], [0.411, -5.318, -2.607], [2.237, 3.972, 2.950], [2.579, 2.513, 2.768], [3.498, 2.339, 1.707], [1.983, 4.520, 2.042], [3.164, 4.471, 3.267], [1.480, 4.096, 3.721], [1.674, 1.923, 2.552], [2.924, 2.106, 3.728], [3.612, 1.394, 1.531], [0.783, -2.528, -5.677], [1.521, -2.242, -4.381], [0.874, -1.122, -3.712], [1.375, -3.325, -6.137], [0.656, -1.673, -6.338], [-0.242, -2.863, -5.500], [2.544, -1.912, -4.564], [1.521, -3.128, -3.741], [1.583, -0.527, -3.435]], "forces_ev_per_angstrom": [[0.4, 0.1, -0.2], [0.4, -0.1, 0.6], [-0.1, 0.7, 0.1], [-0.4, -0.1, -0.2], [-0.1, 0.3, -0.1], [0.2, 0.0, 0.2], [-0.4, -0.3, 0.0], [0.1, -0.2, -0.7], [0.0, -0.5, 0.1], [-0.2, -0.6, 0.2], [-0.1, 0.2, -1.6], [0.2, 0.1, 0.7], [0.3, 0.1, -0.2], [-0.1, 0.4, 0.1], [0.0, 0.0, 0.4], [0.0, 0.2, 0.1], [0.1, -0.4, 0.4], [0.2, -0.2, 0.0], [-0.2, 0.1, -0.8], [-0.5, 0.7, 0.6], [0.3, -0.1, -0.3], [0.2, 0.4, 0.0], [0.0, -0.5, 0.1], [0.1, -0.1, 0.5], [0.0, -0.1, 0.1], [0.1, -0.6, -0.2], [0.0, 0.1, 0.1], [-0.8, -0.5, 1.3], [-0.1, -0.5, -1.0], [-0.1, 0.0, 0.2], [0.4, 0.2, -0.3], [0.3, 0.4, -0.3], [-0.1, 0.3, -0.1], [0.0, 0.2, 0.1], [0.1, 0.1, 0.1], [0.0, 0.0, 0.0], [-0.4, 1.1, 0.6], [0.8, 0.0, 0.0], [-0.3, -0.1, 0.2], [0.0, -0.9, -0.4], [0.5, -0.2, -0.5], [-0.1, 0.1, 0.0], [-0.2, 0.0, 0.4], [-0.3, 0.1, -0.3], [0.0, 0.0, 0.0], [0.2, -0.6, 0.1], [-0.3, -0.6, -0.5], [0.3, 0.5, 0.4], [0.0, 0.1, -0.2], [0.2, 0.1, 0.1], [-0.1, 0.3, 0.2], [0.1, -0.1, 0.2], [-0.2, 0.2, -0.2], [0.0, -0.1, 0.1], [-0.9, 0.3, -0.3], [1.7, -1.1, 0.4], [-0.5, 0.2, 0.3], [0.5, 0.1, 0.1], [-0.2, 0.0, 0.0], [0.0, 0.0, 0.2], [-0.1, 0.3, -0.5], [-0.5, 0.0, 0.3], [-0.1, 0.2, -0.6], [-0.8, -0.7, 1.0], [1.4, 0.0, 0.3], [-0.9, -0.3, -0.6], [0.4, 0.1, -0.8], [0.3, 0.4, 0.0], [-0.1, 0.0, -0.2], [0.0, -0.1, 0.0], [-0.3, 0.5, -0.3], [-0.2, -0.1, 0.5], [0.4, 0.3, 0.3], [0.4, 0.2, 0.3], [-0.1, -0.1, 0.2], [-0.2, 0.0, -0.1], [0.0, -0.3, -0.1], [-0.1, -0.1, -0.1], [0.0, -0.3, -0.1], [-0.4, 0.1, -0.1], [0.0, 0.1, -0.3], [1.4, -0.3, 0.5], [-0.4, 0.6, -0.3], [0.1, -0.7, 0.3], [-0.4, 0.2, 0.4], [-0.1, 0.0, 0.0], [-0.8, 0.0, -0.4], [0.2, 0.1, 0.1], [0.2, -0.1, -0.3], [-0.2, 0.3, -0.4], [0.6, 0.3, 0.2], [-0.3, 0.7, -0.1], [0.4, -0.3, 0.0], [-0.2, 0.0, 0.1], [0.0, -0.1, -0.1], [-0.2, -0.3, -0.1], [0.1, -0.1, -0.1], [-0.2, -0.2, 0.0], [-0.3, 0.1, 0.0], [-0.4, -0.8, 0.6], [-0.7, 0.4, -0.5], [-0.3, 0.0, 0.0], [0.2, 0.2, -0.5], [0.0, 0.0, 0.0], [0.0, 0.0, 0.1], [0.5, 0.3, 0.0], [0.4, -0.2, 0.4], [0.1, 0.0, 0.0], [1.2, 0.4, 0.1], [-1.3, -0.7, -0.1], [0.5, 0.3, 0.0], [-0.4, -0.4, -0.1], [-0.2, 0.0, 0.3], [-0.1, 0.1, 0.0], [0.0, 0.2, -0.1], [0.5, 0.1, -0.2], [-0.3, -0.2, 0.2], [0.2, -0.4, 0.3], [-0.6, 1.3, -0.2], [0.3, -0.5, 0.2], [-0.4, 0.0, -0.4], [0.5, 0.1, 0.0], [0.1, -0.3, 0.2], [0.1, -0.4, -0.2], [0.0, 0.1, 0.1], [-0.2, 0.1, 0.0]], "lowdin_charge": [-0.083, -0.323, -0.088, 0.059, 0.081, 0.063, 0.111, 0.102, 0.061, -0.069, -0.272, -0.115, 0.065, 0.068, 0.080, 0.115, 0.089, 0.029, -0.075, -0.297, -0.093, 0.074, 0.043, 0.062, 0.107, 0.113, 0.051, -0.076, -0.306, -0.063, 0.072, 0.074, 0.067, 0.097, 0.088, 0.050, -0.075, -0.306, -0.084, 0.059, 0.045, 0.079, 0.109, 0.111, 0.085, -0.075, -0.289, -0.087, 0.076, 0.076, 0.073, 0.096, 0.095, 0.101, -0.100, -0.306, -0.083, 0.074, 0.073, 0.055, 0.112, 0.080, 0.025, -0.066, -0.314, -0.081, 0.052, 0.050, 0.082, 0.104, 0.091, 0.066, -0.080, -0.302, -0.095, 0.079, 0.041, 0.057, 0.111, 0.097, 0.033, -0.083, -0.292, -0.116, 0.078, 0.073, 0.074, 0.103, 0.108, 0.043, -0.070, -0.299, -0.089, 0.064, 0.082, 0.060, 0.098, 0.110, 0.079, -0.076, -0.312, -0.081, 0.049, 0.085, 0.073, 0.091, 0.118, 0.089, -0.075, -0.320, -0.094, 0.058, 0.081, 0.077, 0.106, 0.107, 0.047, -0.082, -0.274, -0.106, 0.077, 0.079, 0.076, 0.112, 0.097, 0.068]}